ORCA calculation (the ωB97M-V functional and the def2-TZVPD basis) on the molecule C8H8N2S at a distorted geometry.

Last column: Löwdin charge in e.
Geometry (Å):
1 H 1.384 -2.634 0.053  0.033
2 C -3.487 -1.042 0.522  0.076
3 H 3.078 -1.786 -0.229  0.143
4 H 0.546 3.377 0.986  0.101
5 C -2.410 -1.372 0.180  -0.212
6 C 1.905 -1.857 -0.406  -0.014
7 S -2.029 1.636 0.202  0.796
8 H 1.895 3.004 -0.120  0.065
9 H 1.739 -2.041 -1.454  0.084
10 C -1.072 -1.617 -0.021  -0.124
11 N 1.633 0.583 -0.138  0.145
12 C 0.589 1.491 -0.016  -0.362
13 N -0.230 -0.618 0.195  -0.005
14 H 0.323 3.450 -0.721  0.070
15 C -0.596 0.848 0.196  -0.654
16 H -4.494 -0.931 0.840  0.043
17 H -0.800 -2.763 -0.124  0.164
18 C 1.170 -0.649 0.025  -0.297
19 C 0.856 2.922 0.032  -0.052

Computed properties:
HOMO level (spin up / spin down): -7.126 / -8.257 eV
2S+1: 3
calculated total energy: -22236.320 eV
energy above the lowest of the compared OMol25 structures with the same formula, charge and spin: 0.624 eV